The following is a quantum chemistry calculation of a 3-piece molecular cluster, C4H13NO2 overall, from the OMol25 dataset.

Last column: natural (NBO) charge in e.
Atoms and positions in Å:
O 2.27 -0.39 -1.80  -1.0062
O 2.44 0.18 0.94  -0.9274
N -0.62 -0.31 -0.88  -0.6337
C -0.66 1.10 -1.41  -0.4108
C -0.94 -0.59 0.46  0.1883
C -1.97 0.27 1.10  -0.6516
C -0.48 -1.61 1.12  -0.5373
H -0.91 1.09 -2.46  0.2072
H 1.57 0.48 1.23  0.4861
H 2.42 -0.61 1.43  0.4794
H -2.16 0.05 2.21  0.2294
H 2.46 -0.22 -0.76  0.5071
H -1.44 1.68 -0.85  0.1925
H 0.25 -2.14 0.67  0.1821
H -2.89 0.17 0.41  0.2230
H -1.71 1.26 0.94  0.2032
H 2.43 0.51 -2.29  0.4748
H 0.27 1.66 -1.25  0.1782
H 0.35 -0.71 -1.06  0.4099
H -0.68 -1.88 2.23  0.2057

Computed properties:
- Energy relative to the best compared isomer or geometry (same formula, charge and spin): 42.4 kcal/mol
- Charge: 0
- HOMO level: -8.2132 eV
- Lowest unoccupied orbital energy: 0.6214 eV
- Orbital gap: 0.3247 Eh
- E_tot: -9942.3581 eV
- SMILES: C=C(C)NC.O.O

The following is a quantum chemistry calculation of a 2-piece molecular cluster, C4H13NO2 overall, from the OMol25 dataset.

Last column: natural (NBO) charge in e.
Atoms and positions in Å:
O -0.64 -0.59 0.63  -0.7438
O 0.04 0.39 -2.51  -0.7506
N 0.17 2.49 -1.52  -0.8423
C 0.59 1.14 -1.43  0.2081
C -0.89 -1.88 1.46  -0.0713
C 2.11 1.03 -1.40  -0.6344
C -1.36 -1.58 2.87  -0.6412
H -0.65 -0.91 3.36  0.2215
H -1.56 -0.28 0.65  0.4632
H 2.53 1.36 -2.35  0.2025
H -1.61 -2.52 0.94  0.1719
H 0.06 -0.54 -2.25  0.4647
H 0.64 3.00 -2.26  0.3546
H -1.42 -2.50 3.46  0.2211
H 0.16 0.63 -0.46  0.2009
H 2.51 1.67 -0.61  0.2168
H -2.34 -1.12 2.87  0.2037
H 2.41 0.00 -1.22  0.2051
H 0.08 -2.37 1.45  0.1850
H -0.83 2.57 -1.67  0.3645

Computed properties:
- Energy relative to the best compared isomer or geometry (same formula, charge and spin): 24.3 kcal/mol
- Charge: 0
- HOMO level: -9.0417 eV
- Lowest unoccupied orbital energy: 0.7528 eV
- Orbital gap: 0.3599 Eh
- E_tot: -9943.1411 eV
- SMILES: C[C@@H](N)O.CCO

The following is a quantum chemistry calculation of a 3-piece molecular cluster, C4H13NO2 overall, from the OMol25 dataset.

Last column: natural (NBO) charge in e.
Atoms and positions in Å:
O -1.63 2.16 -0.77  -0.9474
O -2.95 0.14 1.73  -0.9349
N 0.70 0.79 0.66  -0.6573
C 0.70 -0.26 -0.24  -0.0409
C 0.56 -2.62 -0.97  -0.6288
C 0.67 -1.55 0.08  -0.2385
C 1.62 1.89 0.45  -0.3986
H -0.34 -3.20 -0.85  0.2093
H 2.64 1.50 0.35  0.1760
H 0.29 0.69 1.57  0.3989
H 1.42 -3.28 -0.97  0.2132
H 1.54 2.58 1.26  0.2121
H 1.39 2.32 -0.51  0.1901
H -2.07 1.98 -1.61  0.4668
H 0.77 -1.89 1.10  0.1952
H 0.48 -2.17 -1.96  0.2029
H 0.60 -0.05 -1.29  0.1711
H -2.40 0.29 0.94  0.4730
H -3.05 -0.82 1.71  0.4615
H -0.96 1.47 -0.67  0.4763

Computed properties:
- Energy relative to the best compared isomer or geometry (same formula, charge and spin): 26.9 kcal/mol
- Charge: 0
- HOMO level: -8.2632 eV
- Lowest unoccupied orbital energy: 0.7657 eV
- Orbital gap: 0.3318 Eh
- E_tot: -9943.0317 eV
- SMILES: C/C=C/NC.O.O

The following is a quantum chemistry calculation of a 3-piece molecular cluster, C4H13NO2 overall, from the OMol25 dataset.

Last column: natural (NBO) charge in e.
Atoms and positions in Å:
O -1.39 3.14 0.39  -0.9342
O 2.08 0.78 0.57  -0.9512
N -0.06 -0.48 -1.07  -0.6429
C -1.06 -0.71 1.72  -0.3867
C -0.39 -1.72 1.14  -0.2036
C 0.21 -1.65 -0.23  -0.2636
C 0.41 -0.62 -2.41  -0.4060
H 1.51 -0.61 -2.56  0.1616
H -0.99 4.00 0.45  0.4672
H 1.31 -1.79 -0.14  0.1801
H -2.19 3.22 0.89  0.4688
H -1.76 -0.77 2.53  0.2015
H -0.20 -2.51 -0.78  0.2045
H 0.07 0.43 -0.68  0.3818
H 2.05 1.74 0.73  0.4766
H 1.49 0.32 1.16  0.4771
H -0.81 -2.68 1.41  0.2023
H -0.14 0.08 -3.05  0.2026
H 0.21 -1.62 -2.79  0.1826
H -0.87 0.29 1.35  0.1814

Computed properties:
- Energy relative to the best compared isomer or geometry (same formula, charge and spin): 46.1 kcal/mol
- Charge: 0
- HOMO level: -8.0822 eV
- Lowest unoccupied orbital energy: 0.5463 eV
- Orbital gap: 0.3171 Eh
- E_tot: -9942.1967 eV
- SMILES: C=CCNC.O.O

The following is a quantum chemistry calculation of a 3-piece molecular cluster, C4H13NO2 overall, from the OMol25 dataset.

Last column: natural (NBO) charge in e.
Atoms and positions in Å:
O 2.89 0.45 1.77  -0.9304
O -0.02 2.35 -1.79  -0.9718
N 0.03 0.33 0.29  -0.6730
C -1.08 -0.13 -0.60  -0.2684
C -0.56 -1.33 -1.37  -0.1994
C -0.52 -2.56 -0.89  -0.3784
C -0.47 0.58 1.64  -0.4138
H -1.40 0.66 -1.25  0.1993
H 3.27 -0.08 1.06  0.4643
H 0.83 -0.26 0.20  0.3754
H -0.26 -1.02 -2.36  0.2103
H -1.17 -0.19 1.98  0.1686
H 0.41 1.73 -1.19  0.4934
H -1.02 1.53 1.62  0.1858
H -0.84 -2.82 0.12  0.1943
H -0.88 2.63 -1.51  0.4674
H 0.31 0.67 2.39  0.2199
H 2.46 1.13 1.25  0.4690
H -1.95 -0.28 0.04  0.1863
H -0.04 -3.38 -1.40  0.2013

Computed properties:
- Energy relative to the best compared isomer or geometry (same formula, charge and spin): 40.5 kcal/mol
- Charge: 0
- HOMO level: -9.1136 eV
- Lowest unoccupied orbital energy: 0.7468 eV
- Orbital gap: 0.3624 Eh
- E_tot: -9942.4384 eV
- SMILES: C=CCNC.O.O

The following is a quantum chemistry calculation of a 2-piece molecular cluster, C4H13NO2 overall, from the OMol25 dataset.

Last column: natural (NBO) charge in e.
Atoms and positions in Å:
O -0.62 2.12 -1.53  -0.7186
O 2.93 -1.10 -1.67  -0.9575
N -0.28 -0.53 0.71  -0.4528
C -1.52 -0.34 1.46  -0.4074
C -1.08 0.88 -1.24  -0.0504
C 0.79 -0.86 1.56  -0.4095
C 0.10 0.32 -0.32  -0.2064
H 2.90 -0.12 -1.77  0.4842
H 0.75 -0.28 -0.98  0.1796
H -2.06 0.88 -0.66  0.1479
H 2.06 -1.54 -1.75  0.4796
H -1.18 2.60 -2.28  0.4739
H -1.44 0.49 2.30  0.1567
H -1.24 0.24 -2.18  0.1513
H 1.69 -1.08 0.96  0.2070
H -2.31 0.01 0.87  0.1952
H 0.51 -1.60 2.24  0.1977
H 1.25 -0.15 2.31  0.1568
H 0.71 1.26 0.06  0.1694
H -1.97 -1.19 1.90  0.2033

Computed properties:
- Energy relative to the best compared isomer or geometry (same formula, charge and spin): 59.9 kcal/mol
- Charge: 0
- HOMO level: -8.2390 eV
- Lowest unoccupied orbital energy: 0.6628 eV
- Orbital gap: 0.3271 Eh
- E_tot: -9941.5992 eV
- SMILES: CN(C)CCO.O

The following is a quantum chemistry calculation of a 3-piece molecular cluster, C4H13NO2 overall, from the OMol25 dataset.

Last column: natural (NBO) charge in e.
Atoms and positions in Å:
O 0.36 3.69 -0.24  -0.9093
O 2.36 2.75 1.90  -0.9102
N -1.61 -1.88 1.69  -0.8593
C -0.82 -1.05 -0.39  -0.4578
C 0.82 -1.44 -2.15  -0.4147
C -0.47 -1.15 -1.83  -0.1740
C -1.36 -2.33 0.36  -0.1876
H 0.10 -0.77 0.20  0.2011
H 2.08 2.67 0.98  0.4429
H -1.66 -0.34 -0.32  0.2076
H -1.01 -1.13 1.99  0.3696
H -2.18 -2.77 -0.19  0.1856
H 3.07 3.40 1.63  0.4654
H -1.13 -0.90 -2.65  0.2090
H -1.75 -2.65 2.34  0.3703
H 1.24 -2.22 -2.81  0.2052
H 0.64 2.82 0.06  0.4466
H 1.62 -0.83 -1.73  0.1825
H 0.16 3.42 -1.14  0.4649
H -0.55 -3.05 0.42  0.1623

Computed properties:
- Energy relative to the best compared isomer or geometry (same formula, charge and spin): 82.5 kcal/mol
- Charge: 0
- HOMO level: -8.4583 eV
- Lowest unoccupied orbital energy: 0.3638 eV
- Orbital gap: 0.3242 Eh
- E_tot: -9940.6200 eV
- SMILES: C=CCCN.O.O

The following is a quantum chemistry calculation of a 3-piece molecular cluster, C4H13NO2 overall, from the OMol25 dataset.

Last column: Mulliken spin population.
Atoms and positions in Å:
O -1.14 1.77 -1.12  0.0191
O -1.02 3.59 1.73  -0.0001
N -1.47 -2.13 -0.27  0.3213
C 1.03 -1.12 -1.64  0.0169
C -0.63 -1.20 0.33  0.1978
C 1.62 -0.11 0.73  -0.0081
C 0.59 -0.83 -0.20  0.3580
H 1.03 0.42 1.54  0.0009
H 2.13 0.82 0.28  0.0297
H 0.31 -0.77 -2.40  0.0031
H -0.66 1.05 -0.50  0.0006
H -1.06 2.61 -0.56  0.0004
H 1.99 -0.80 -1.82  0.0034
H 2.66 -0.73 0.88  0.0333
H -0.85 2.84 2.37  0.0000
H -0.85 -1.04 1.32  0.0106
H 1.18 -2.24 -1.62  0.0273
H -2.13 -2.49 0.40  -0.0128
H -1.71 3.17 1.36  0.0000
H -1.04 -2.81 -0.81  -0.0016

Computed properties:
- Energy relative to the best compared isomer or geometry (same formula, charge and spin): 51.2 kcal/mol
- Charge: +1
- HOMO level (spin up / spin down): -14.8117 / -14.8526 eV
- Lowest unoccupied orbital energy (spin up / spin down): -4.1199 / -7.6900 eV
- ⟨S²⟩: 0.758
- Spin multiplicity: 2
- Orbital gap (spin up / spin down): 0.3929 / 0.2632 Eh
- E_tot: -9933.9364 eV

The following is a quantum chemistry calculation of a 3-piece molecular cluster, C4H13NO2 overall, from the OMol25 dataset.

Last column: Mulliken spin population.
Atoms and positions in Å:
O 1.66 -1.36 2.47  0.0010
O 0.45 -1.27 -2.97  0.0064
N -0.02 -0.16 -0.16  0.4401
C -1.26 1.89 -0.57  0.0122
C -1.09 -1.18 -0.27  0.0151
C -0.26 1.11 0.24  0.0660
C 0.25 1.61 1.41  0.3807
H -1.21 2.94 -0.32  0.0003
H -1.98 -0.65 -0.64  0.0034
H -0.92 -1.93 -1.01  0.0024
H -2.25 1.54 -0.29  -0.0017
H -1.09 1.81 -1.65  0.0018
H 0.87 0.99 2.01  0.0641
H 2.56 -1.17 2.18  0.0000
H 0.02 -0.68 -2.35  -0.0055
H 0.13 2.63 1.75  0.0172
H 0.87 -0.54 0.15  -0.0218
H -0.04 -1.01 -3.78  -0.0010
H 1.59 -0.93 3.33  0.0002
H -1.33 -1.43 0.76  0.0191

Computed properties:
- Energy relative to the best compared isomer or geometry (same formula, charge and spin): 24.8 kcal/mol
- Charge: +1
- HOMO level (spin up / spin down): -14.9903 / -15.0082 eV
- Lowest unoccupied orbital energy (spin up / spin down): -3.5961 / -7.5244 eV
- ⟨S²⟩: 0.775
- Spin multiplicity: 2
- Orbital gap (spin up / spin down): 0.4187 / 0.2750 Eh
- E_tot: -9935.0806 eV

The following is a quantum chemistry calculation of a 3-piece molecular cluster, C4H13NO2 overall, from the OMol25 dataset.

Last column: Mulliken spin population.
Atoms and positions in Å:
O -2.48 0.80 -0.25  0.0337
O -1.25 -1.61 -2.52  -0.0007
N 1.28 -1.11 -0.08  0.4264
C 0.42 1.04 0.23  0.0089
C 1.70 1.67 0.73  0.0008
C 0.16 -0.46 0.57  0.1322
C -0.78 -1.01 1.35  0.4069
H -2.55 -0.11 -0.02  -0.0105
H 1.34 -2.09 -0.09  -0.0165
H -0.52 -1.36 -3.05  -0.0002
H 0.12 1.15 -0.80  -0.0051
H 2.22 -0.62 0.02  -0.0085
H -1.04 -2.06 -1.65  0.0002
H 1.99 1.27 1.70  -0.0005
H -0.30 1.68 0.69  0.0015
H -1.40 -0.18 1.91  0.0115
H 2.46 1.40 0.03  0.0014
H -0.94 -2.06 1.52  0.0194
H -2.09 0.86 -1.04  -0.0015
H 1.67 2.79 0.76  0.0004

Computed properties:
- Energy relative to the best compared isomer or geometry (same formula, charge and spin): 57.2 kcal/mol
- Charge: +1
- HOMO level (spin up / spin down): -15.3009 / -15.2533 eV
- Lowest unoccupied orbital energy (spin up / spin down): -4.0067 / -8.2604 eV
- ⟨S²⟩: 0.769
- Spin multiplicity: 2
- Orbital gap (spin up / spin down): 0.4151 / 0.2570 Eh
- E_tot: -9933.6756 eV

The following is a quantum chemistry calculation of a 2-piece molecular cluster, C4H13NO2 overall, from the OMol25 dataset.

Last column: Mulliken spin population.
Atoms and positions in Å:
O -2.17 -6.12 -0.03  0.0000
O 1.15 0.32 -1.21  0.0048
N 2.35 1.92 1.20  0.7941
C -0.09 1.76 0.37  0.0242
C -1.23 -0.26 -0.57  0.0024
C 1.31 2.56 0.48  -0.0109
C 0.14 0.30 -0.17  -0.0012
H 2.27 0.89 1.37  -0.0054
H -0.65 1.66 1.29  0.0008
H -1.66 -0.22 0.44  -0.0004
H -1.00 -1.22 -1.00  0.0015
H -0.62 2.27 -0.34  0.0052
H 1.08 3.61 0.94  0.1213
H 0.86 -0.36 -1.83  0.0001
H 0.54 -0.27 0.63  0.0004
H -2.83 -6.82 0.03  0.0000
H 3.26 2.16 0.75  -0.0147
H 1.63 2.73 -0.58  0.0778
H -1.80 0.41 -1.19  -0.0001
H -2.54 -5.33 -0.57  0.0000

Computed properties:
- Energy relative to the best compared isomer or geometry (same formula, charge and spin): 49.9 kcal/mol
- Charge: +1
- HOMO level (spin up / spin down): -13.2536 / -13.2536 eV
- Lowest unoccupied orbital energy (spin up / spin down): -3.3986 / -8.6592 eV
- ⟨S²⟩: 0.755
- Spin multiplicity: 2
- Orbital gap (spin up / spin down): 0.3622 / 0.1688 Eh
- E_tot: -9933.9900 eV

The following is a quantum chemistry calculation of a 2-piece molecular cluster, C4H13NO2P overall, from the OMol25 dataset.

Last column: natural (NBO) charge in e.
Atoms and positions in Å:
P -1.22 0.61 -0.21  2.0125
O -1.03 0.62 1.18  -1.0852
O -2.43 -0.33 -0.64  -0.8056
N 1.43 0.08 0.11  -0.4332
C 2.75 0.75 -0.12  -0.4240
C 0.46 0.15 -1.01  -0.5079
C -3.47 -0.53 0.22  -0.2710
C 1.34 -1.31 0.69  -0.4149
H 0.42 -1.33 1.34  0.2616
H 2.26 -1.36 1.23  0.2325
H -1.59 1.72 -0.89  -0.1014
H 3.37 0.38 -1.02  0.2520
H -4.46 -0.22 -0.08  0.2057
H 1.30 -2.07 -0.05  0.2321
H 0.58 1.66 -1.41  0.2057
H -3.54 -1.68 0.32  0.2052
H 0.45 -0.43 -1.88  0.2584
H -3.28 0.09 1.16  0.2004
H 0.75 0.67 0.74  0.4907
H 3.38 0.74 0.74  0.2459
H 2.54 1.80 -0.43  0.2403

Computed properties:
- Energy relative to the best compared isomer or geometry (same formula, charge and spin): 53.2 kcal/mol
- Charge: +1
- HOMO level: -14.5829 eV
- Lowest unoccupied orbital energy: -3.7399 eV
- Orbital gap: 0.3985 Eh
- E_tot: -19223.4831 eV